C49H144N8O19 | ωB97M-V/def2-TZVPD

XYZ file:
```
220
Properties=species:S:1:pos:R:3:forces:R:3:lowdin_charge:R:1
C 0.810 0.515 6.339 0.1263 1.2192 -0.4572 -0.033
C -0.281 1.065 5.393 0.9428 0.7547 1.7048 -0.450
C 0.116 2.445 4.887 -0.2745 1.4234 -0.2436 -0.165
O 0.685 3.352 5.877 0.3733 -0.2335 -0.9958 -0.254
C -0.228 4.080 6.661 -0.3871 -1.2065 1.0536 -0.090
N -0.480 0.193 4.289 -2.3455 -0.4469 0.8122 0.081
H 0.447 -0.345 6.866 -0.0847 -0.5495 0.1922 0.067
H 1.157 1.289 7.071 -0.2924 -0.6681 -0.6364 0.093
H 1.634 0.250 5.672 0.2683 -0.2069 0.3500 0.058
H -1.184 1.193 6.004 -0.1910 -0.3005 -0.3820 0.138
H -0.795 2.945 4.473 0.5307 -0.2516 0.0227 0.113
H 0.849 2.351 4.043 -0.3431 0.1256 0.8774 0.118
H -0.983 4.582 6.070 0.0330 0.4642 -0.3349 0.065
H 0.298 4.766 7.355 -0.1113 -0.3132 -0.7299 0.103
H -0.762 3.339 7.289 -0.0278 0.4381 0.0653 0.092
H 0.310 0.150 3.717 1.3764 -0.0060 -1.1736 0.031
H -1.339 0.433 3.783 0.3689 -0.4482 -0.1650 0.041
C -3.965 -2.124 -3.023 -1.3809 -0.8439 -1.7116 -0.066
C -4.622 -1.192 -2.080 0.5322 1.5030 0.4260 -0.403
C -6.157 -1.243 -2.114 0.9768 0.8625 -1.2370 -0.206
O -6.830 -0.471 -1.174 0.1369 0.7779 0.3797 -0.181
C -6.869 0.928 -1.465 -1.6292 -0.5643 -0.4553 -0.084
N -4.123 -1.517 -0.738 -0.2612 -0.2454 0.8483 0.064
H -3.681 -1.690 -3.969 -0.3434 0.3397 -0.4595 0.077
H -4.563 -3.016 -3.219 0.0795 -0.1187 0.0594 0.090
H -3.054 -2.409 -2.625 1.9108 -0.8435 0.9340 0.044
H -4.154 -0.220 -2.393 -1.0014 -0.1235 0.7866 0.138
H -6.380 -2.258 -1.876 -0.5210 -0.9357 -0.1222 0.116
H -6.489 -0.939 -3.132 0.0276 -0.5205 0.3028 0.138
H -6.848 1.124 -2.560 0.1082 -0.1624 0.5917 0.092
H -6.111 1.483 -0.961 0.8518 0.3271 0.2685 0.051
H -7.850 1.265 -1.078 0.4806 0.0271 -0.2302 0.097
H -4.174 -2.521 -0.566 0.0755 -0.1505 -0.6307 0.051
H -4.793 -1.222 -0.034 -0.0453 0.7252 0.0470 0.090
C -3.429 2.056 0.800 -1.3528 -2.4764 1.0940 -0.029
C -3.097 1.714 2.256 0.1887 1.9663 1.7949 -0.439
C -4.071 2.484 3.264 1.4535 -1.2475 -1.2057 -0.196
O -3.842 3.832 3.009 -0.1117 1.7113 0.7046 -0.212
C -3.590 4.589 4.212 0.0485 0.3633 -1.0448 -0.075
N -3.056 0.344 2.626 -1.3937 -1.9255 0.9870 0.027
H -4.427 1.486 0.614 1.3414 1.3719 -0.1231 0.102
H -2.659 1.582 0.197 -0.0599 0.3517 -0.3875 0.049
H -3.458 3.126 0.725 -0.2440 0.3762 -0.5407 0.042
H -2.077 2.161 2.505 -0.9479 -0.3466 -0.4614 0.132
H -3.833 2.304 4.319 0.0424 -0.5902 -0.2226 0.112
H -5.090 2.139 3.056 -0.2305 0.3424 0.0426 0.123
H -2.936 4.027 4.884 0.0541 0.1315 -0.0404 0.063
H -4.525 4.816 4.713 -0.2707 -0.0303 0.2538 0.086
H -3.110 5.554 3.933 -0.2399 -0.8042 0.1657 0.077
H -3.920 -0.090 3.046 1.0819 1.1158 -0.6674 0.115
H -2.752 -0.288 1.905 0.3428 -0.0689 -0.2825 0.032
C -0.796 -0.389 -3.468 -0.9822 0.3595 1.1939 -0.058
C -0.777 -0.313 -4.985 -0.0227 0.5155 0.2797 -0.400
C -0.716 1.119 -5.478 -0.4654 1.4450 -0.3785 -0.183
O -0.473 1.045 -6.899 0.0044 0.1658 0.2492 -0.211
C -0.441 2.279 -7.626 -0.3212 -0.8891 0.8554 -0.077
N 0.417 -1.057 -5.427 -2.2731 -1.0476 -2.0948 0.054
H 0.022 0.174 -2.978 -0.3787 -0.0202 -0.4989 0.060
H -0.576 -1.430 -3.265 -0.3053 -0.3748 0.4730 0.057
H -1.781 -0.087 -2.946 1.4225 -0.4437 -1.0004 0.103
H -1.687 -0.796 -5.407 0.6413 0.1189 0.1864 0.149
H 0.097 1.669 -4.980 0.3544 -0.3829 -0.1701 0.100
H -1.598 1.781 -5.175 0.4486 -1.0929 -0.7466 0.143
H 0.029 3.043 -7.043 0.3876 0.6435 0.5076 0.070
H -1.469 2.568 -7.795 -0.2247 0.3428 -0.4832 0.085
H 0.145 2.162 -8.537 -0.2968 -0.2750 -0.0348 0.088
H 1.236 -0.700 -5.026 1.3351 0.8386 0.4813 0.063
H 0.432 -0.981 -6.468 0.4766 0.0436 1.2531 0.113
C -4.155 -4.283 1.539 1.0849 -0.7496 -1.0185 -0.032
C -3.464 -5.348 0.669 0.3758 -0.3320 2.6698 -0.440
C -3.472 -5.109 -0.789 -2.3021 2.4906 -0.5379 -0.161
O -4.857 -4.791 -1.247 0.9051 -1.1059 0.2131 -0.222
C -5.734 -5.948 -1.331 1.7425 0.2040 0.9898 -0.073
N -2.096 -5.603 1.215 0.7078 1.4318 -0.6750 0.052
H -4.032 -4.587 2.548 0.5055 -0.0671 1.0868 0.070
H -5.202 -4.337 1.395 -1.1398 0.5398 -0.5693 0.067
H -3.705 -3.309 1.370 -0.2051 0.2967 0.1091 0.068
H -3.979 -6.280 0.931 -0.1606 -0.0200 -0.4672 0.127
H -3.190 -5.954 -1.327 0.9741 -1.3857 -0.9929 0.088
H -2.862 -4.207 -1.052 -0.3733 -0.8280 0.0599 0.128
H -5.647 -6.627 -0.447 -0.0035 0.5135 -0.7133 0.099
H -5.690 -6.505 -2.257 0.8175 -0.2480 -0.3482 0.082
H -6.676 -5.520 -1.359 -2.0688 0.7413 0.3227 0.056
H -1.561 -4.697 1.410 -1.1385 -1.5385 -0.4411 0.086
H -1.581 -6.050 0.450 0.2703 0.0149 0.5805 0.031
C -0.484 -6.224 -2.132 2.1417 1.0016 0.2836 -0.044
C 0.771 -7.094 -1.946 0.0471 0.0968 -2.2196 -0.417
C 0.647 -7.874 -0.702 0.8542 -0.8695 1.9080 -0.206
O 0.742 -7.029 0.486 0.4236 -1.0991 0.0492 -0.245
C 0.882 -7.857 1.671 -1.0781 1.0193 0.1563 -0.081
N 0.853 -7.987 -3.166 -0.6609 0.5497 0.9470 0.036
H -0.509 -5.794 -3.129 0.1519 0.4521 0.1427 0.068
H -0.545 -5.469 -1.320 -0.0927 -0.2929 -0.6626 0.078
H -1.278 -6.895 -2.075 -1.7352 -1.0679 0.2686 0.044
H 1.707 -6.540 -1.903 -0.0439 0.3641 -0.1624 0.134
H 1.471 -8.652 -0.626 -1.0647 0.6086 -0.1675 0.144
H -0.356 -8.305 -0.698 0.0319 -0.6617 0.1583 0.125
H 1.647 -8.597 1.572 0.9121 -0.3051 -0.2889 0.069
H -0.036 -8.431 1.872 -0.0190 0.4025 -0.0797 0.091
H 1.099 -7.198 2.539 -0.1761 -0.3387 -0.6874 0.103
H 0.030 -8.620 -3.195 1.2664 0.3066 -0.0794 0.084
H 1.767 -8.416 -3.329 -0.7763 -0.1327 0.3565 0.072
C 0.432 5.635 0.921 -0.4967 -1.3868 -0.4587 -0.048
C 0.472 5.598 2.438 0.0686 0.2910 -0.3687 -0.439
C 1.657 6.384 2.930 1.9479 0.7334 0.7194 -0.199
O 2.813 6.159 2.111 1.0304 -0.2173 0.3448 -0.218
C 4.069 6.609 2.694 -1.4954 0.9035 -1.1152 -0.064
N -0.658 6.231 3.062 -0.6283 1.8310 0.9986 0.046
H 1.428 5.406 0.523 -0.2818 0.2634 -0.0980 0.059
H 0.055 6.602 0.592 0.2742 0.1206 -0.1462 0.082
H -0.266 4.854 0.527 0.3374 0.5512 0.2936 0.082
H 0.523 4.578 2.844 0.2100 0.0565 -0.3516 0.122
H 1.875 6.133 3.988 -0.0380 -0.0893 -0.4112 0.131
H 1.494 7.483 2.927 -0.4384 -0.3573 -0.1486 0.132
H 4.922 6.073 2.309 -0.0600 -0.3579 -0.4843 0.067
H 4.019 6.447 3.726 0.0892 -0.3197 1.7601 0.059
H 4.233 7.697 2.534 -0.2184 -0.4890 -0.1077 0.095
H -0.567 7.270 3.044 0.1066 -1.1044 0.0135 0.095
H -1.539 6.085 2.611 -0.3796 -0.5915 -0.4865 0.039
C 1.526 5.099 -2.974 0.6206 -0.1064 -0.3211 -0.040
C 1.235 3.623 -3.158 -0.6364 -0.0585 1.8196 -0.400
C 2.361 2.746 -2.656 0.5290 -0.7512 -1.5400 -0.196
O 1.953 1.421 -2.839 -0.9337 -1.4981 0.2153 -0.235
C 2.879 0.454 -2.377 -0.2061 0.4166 0.4619 -0.079
N 0.027 3.294 -2.366 -0.3124 -1.3302 -0.0423 0.060
H 0.665 5.695 -3.269 0.0588 0.0884 -0.0803 0.083
H 2.401 5.333 -3.581 -0.0874 0.3372 -0.2319 0.081
H 1.819 5.372 -1.958 -0.2630 -0.2362 0.1852 0.069
H 1.023 3.403 -4.187 0.0459 -0.0979 -0.6196 0.119
H 2.578 2.841 -1.604 0.3141 0.7988 0.4369 0.097
H 3.241 2.826 -3.315 0.3136 0.6941 0.5349 0.142
H 3.101 0.492 -1.266 -0.7336 -0.2450 -0.9941 0.099
H 3.794 0.686 -2.855 1.5047 0.1792 -0.5280 0.050
H 2.597 -0.523 -2.787 -0.2838 0.1110 0.6516 0.098
H 0.335 3.388 -1.396 -0.5619 0.0135 0.0282 0.063
H -0.225 2.260 -2.440 0.6561 1.7484 0.0697 0.094
C 6.533 -1.822 2.546 -0.4294 0.0999 0.9772 -0.137
O 5.439 -1.162 1.945 -0.6240 -0.2749 -1.4968 -0.166
H 7.433 -1.287 2.308 0.7040 0.0434 -0.0446 0.073
H 6.350 -1.774 3.632 0.2234 0.0645 -0.3462 0.088
H 6.615 -2.877 2.300 -0.0312 -0.1339 -0.3304 0.082
H 5.446 -1.322 0.963 0.1423 0.4385 1.2257 0.080
C -3.432 6.264 0.092 0.7754 0.7652 -0.0749 -0.139
O -3.982 7.093 1.151 0.5991 -0.6157 -0.6199 -0.128
H -3.292 5.179 0.330 -0.3420 1.0066 0.0534 0.062
H -4.057 6.407 -0.795 -0.0078 -0.3694 0.1046 0.070
H -2.430 6.698 -0.171 -0.7398 -0.5048 0.2751 0.078
H -4.303 6.518 1.839 -0.2460 -0.3436 0.3098 0.042
C 4.061 3.350 0.976 -0.0581 0.4086 -0.4780 -0.141
O 4.423 2.002 0.680 0.0842 0.0686 -0.2605 -0.135
H 4.939 4.011 1.185 -0.6550 -0.5926 -0.0721 0.089
H 3.557 3.720 0.068 0.3345 0.0495 0.2893 0.065
H 3.308 3.420 1.766 0.3483 -0.0373 0.2250 0.072
H 5.011 1.653 1.355 -0.0283 -0.0333 0.2615 0.059
C 1.005 1.599 0.900 -1.7725 0.2523 1.4902 -0.101
O -0.294 1.503 0.234 0.4509 -2.1292 1.0250 -0.178
H 0.885 2.438 1.675 0.5836 -1.2274 -0.8772 0.085
H 1.281 0.628 1.382 -0.1405 0.8513 -0.1644 0.081
H 1.783 1.841 0.209 0.4046 0.2773 -0.5852 0.023
H -0.685 0.613 0.548 0.4836 1.8745 -0.9504 0.064
C -0.614 -1.961 0.196 0.7160 -0.7945 -0.8039 -0.144
O -1.679 -1.096 0.452 -0.1815 0.6174 0.9250 -0.201
H 0.269 -1.689 0.837 -0.8916 -0.2074 -0.3832 0.079
H -0.862 -3.068 0.389 0.3226 1.5235 -0.4358 0.071
H -0.316 -1.776 -0.869 0.1339 -0.7562 0.7275 0.087
H -2.461 -1.186 -0.149 0.0826 -0.3209 -0.1027 0.039
C 2.821 -2.948 4.597 0.5399 0.3684 -0.9833 -0.059
C 2.124 -2.269 3.367 -0.7950 -1.1017 1.9509 -0.342
O 2.734 -1.097 2.989 -0.2002 1.3992 -0.3622 -0.098
H 3.874 -3.198 4.345 -0.4017 0.3333 0.0248 0.071
H 2.341 -3.898 4.653 -0.4424 -0.8600 0.6347 0.050
H 2.830 -2.429 5.576 -0.3658 -0.0355 -0.7670 0.075
H 1.041 -2.080 3.630 1.1108 0.1548 -0.2171 0.117
H 2.094 -3.009 2.561 0.0818 -0.0360 0.0401 0.073
H 3.647 -1.246 2.709 0.2532 -0.0364 -0.0918 0.039
C 3.180 -2.902 0.255 0.8005 0.4309 -0.0380 -0.097
C 2.339 -4.127 0.075 -0.9388 -0.2926 -0.6478 -0.323
O 3.064 -5.312 0.435 -0.4277 0.5474 0.2649 -0.084
H 3.553 -2.771 1.269 -0.1723 -0.1025 -0.0340 0.044
H 2.612 -2.005 -0.033 0.1331 -0.1921 0.1235 0.082
H 4.078 -2.950 -0.377 -0.2280 -0.0487 -0.0641 0.077
H 2.136 -4.170 -1.033 -0.4289 -0.0941 0.9294 0.120
H 1.353 -3.993 0.659 1.3267 -0.5282 -0.8463 0.114
H 2.412 -6.029 0.521 -0.0124 0.2120 -0.1271 0.039
C 5.269 2.179 4.282 -1.4260 0.0968 -0.5515 -0.060
C 3.827 1.858 4.772 -0.2188 0.4375 -0.2265 -0.290
O 3.244 3.152 4.959 1.4166 0.3097 -0.7245 -0.101
H 5.839 2.387 5.157 0.9442 -0.1433 0.5525 0.053
H 5.166 3.171 3.787 0.1827 -0.7854 -0.1216 0.069
H 5.720 1.412 3.609 -0.2777 0.5232 0.6835 0.071
H 3.772 1.277 5.708 0.3805 0.1615 -0.2258 0.108
H 3.263 1.282 4.029 0.0792 0.0615 -0.0894 0.084
H 2.406 3.230 5.400 -0.8402 -0.5584 0.5896 0.017
C 1.787 -4.460 -6.121 0.0175 0.1015 -1.2680 -0.096
C 0.287 -4.496 -5.931 -0.7971 1.4753 -0.3906 -0.331
O -0.157 -3.818 -4.733 0.7678 0.7692 -1.2087 -0.149
H 2.061 -3.403 -6.022 0.4120 -0.2978 0.1339 0.058
H 2.076 -4.776 -7.174 -0.3813 0.2463 1.2131 0.092
H 2.297 -5.100 -5.411 0.2138 0.1054 0.2103 0.062
H -0.112 -5.471 -5.847 -0.2639 -1.2184 -0.1118 0.083
H -0.185 -4.000 -6.834 0.2940 -0.5117 0.8227 0.119
H 0.044 -2.863 -4.967 -0.2212 -0.6607 0.6887 0.026
C -4.636 3.651 -3.794 -0.3146 1.3448 0.5911 -0.083
C -3.371 3.608 -3.021 0.9391 0.5841 1.1399 -0.349
O -2.295 4.087 -3.816 0.4086 0.1799 0.4557 -0.127
H -4.882 4.701 -4.026 -0.0074 -0.4502 -0.1199 0.092
H -5.451 3.216 -3.251 -0.5295 -0.1248 0.6001 0.052
H -4.550 3.083 -4.667 0.2334 -0.6935 -1.6538 0.054
H -3.115 2.600 -2.708 -0.1922 -0.4971 0.2246 0.091
H -3.476 4.214 -2.074 0.1117 -0.4348 -0.7501 0.108
H -1.474 4.002 -3.251 -0.6166 -0.0132 -0.4405 0.036
C 7.068 -1.829 -2.093 0.4218 0.2204 -0.3098 -0.085
C 6.571 -0.401 -2.221 0.5700 -0.3588 0.9533 -0.286
O 6.032 -0.050 -0.911 0.4874 0.6944 -0.5389 -0.108
H 7.397 -2.220 -3.063 -0.1954 0.1040 0.0628 0.079
H 6.305 -2.491 -1.686 0.0412 0.0480 0.0587 0.065
H 7.957 -1.820 -1.469 -0.0225 -0.2248 0.3068 0.073
H 5.776 -0.365 -2.889 -1.5571 -0.0125 -1.3907 0.061
H 7.377 0.206 -2.722 -0.5305 0.1058 1.3197 0.127
H 5.446 0.744 -0.909 0.7082 -0.6311 -0.2246 0.064
```
Positions in Å, forces in eV/Å.

Calculated values
- LUMO level (Ha) = 0.02205
- strongest force on any atom (hartree/bohr) = 0.067
- HOMO level (eV) = -8.502
- relative energy (zero: lowest compared OMol25 entry of this formula, charge and spin) (kJ/mol) = 0.00
- frontier orbital gap (eV) = 9.102